Entry 1:
This record from OMol25 describes 9 unconnected molecules or ions with the total composition C42H39F6N3. The level of theory is wB97M-V/def2-TZVPD.

```
90
Properties=species:S:1:pos:R:3
F 4.43 2.68 -5.10
C 3.87 2.59 -3.87
C 3.46 1.40 -3.34
C 2.87 1.41 -2.08
C 2.92 2.56 -1.29
C 3.35 3.76 -1.86
C 3.77 3.77 -3.14
H 3.48 0.55 -4.01
H 2.58 0.45 -1.68
H 2.58 2.60 -0.26
H 3.33 4.68 -1.30
H 4.09 4.66 -3.65
F 5.64 1.73 3.05
C 4.78 0.71 2.83
C 4.56 -0.33 3.76
C 3.69 -1.36 3.44
C 3.03 -1.36 2.25
C 3.25 -0.39 1.25
C 4.15 0.63 1.56
H 5.03 -0.25 4.73
H 3.37 -2.14 4.11
H 2.36 -2.18 2.04
H 2.69 -0.38 0.32
H 4.37 1.38 0.81
F -7.61 0.58 2.11
C -6.70 -0.41 2.37
C -5.79 -0.72 1.40
C -4.78 -1.64 1.64
C -4.79 -2.35 2.88
C -5.76 -2.01 3.86
C -6.74 -1.06 3.59
H -5.74 -0.22 0.45
H -3.98 -1.89 0.95
H -4.04 -3.07 3.15
H -5.74 -2.44 4.86
H -7.56 -0.78 4.22
F 0.33 8.16 -0.10
C 0.31 6.87 -0.11
C 0.87 6.16 0.93
C 0.80 4.75 0.87
C 0.23 4.10 -0.18
C -0.38 4.85 -1.19
C -0.34 6.23 -1.15
H 1.39 6.64 1.75
H 1.24 4.18 1.68
H 0.20 3.03 -0.33
H -0.75 4.38 -2.09
H -0.79 6.77 -1.96
F -0.77 -1.66 -6.89
C -0.33 -0.62 -6.14
C 0.46 0.36 -6.73
C 0.84 1.49 -6.04
C 0.51 1.52 -4.69
C -0.19 0.51 -4.05
C -0.65 -0.54 -4.77
H 0.64 0.19 -7.78
H 1.47 2.19 -6.57
H 0.99 2.26 -4.07
H -0.41 0.47 -3.00
H -1.22 -1.32 -4.27
F -2.71 1.49 1.94
C -2.21 0.65 2.89
C -2.99 0.05 3.92
C -2.38 -0.66 4.93
C -1.01 -0.88 4.95
C -0.24 -0.40 3.89
C -0.84 0.41 2.89
H -4.07 0.15 3.85
H -2.91 -1.08 5.77
H -0.54 -1.40 5.77
H 0.84 -0.44 3.79
H -0.18 0.76 2.10
C 2.39 -6.38 -1.31
C 2.44 -5.39 -0.28
N 2.49 -4.61 0.54
H 1.37 -6.43 -1.67
H 2.64 -7.30 -0.78
H 3.16 -6.18 -2.06
C -3.14 -5.35 -0.19
C -1.78 -5.75 0.09
N -0.72 -6.08 0.27
H -3.49 -6.02 -0.98
H -3.20 -4.42 -0.76
H -3.87 -5.36 0.61
C -0.42 -2.37 -0.61
C 0.00 -1.00 -0.51
N 0.26 0.09 -0.44
H 0.35 -2.98 -0.15
H -0.75 -2.72 -1.60
H -1.30 -2.53 0.01
```

## Properties
2S+1 ... 2
Expectation value of S² ... 0.768
Highest occupied orbital energy (alpha / beta) ... -10.56 / -10.56 eV
Total charge ... +1
Strongest force on any atom ... 0.0723 hartree/bohr
HOMO-LUMO gap (alpha / beta) ... 6.644 / 2.108 eV
LUMO energy (alpha / beta) ... -0.14402 / -0.31073 hartree

Atom charges from the Löwdin analysis, given in e for atoms 1 to 6: F 0.0555; C -0.2779; C -0.0325; C -0.0889; C -0.0960; C -0.0838


Entry 2:
This record from OMol25 describes a molecular structure, C42H39N8OSW. The level of theory is wB97M-V/def2-TZVPD.

```
92
Properties=species:S:1:pos:R:3
W 0.12 0.55 -0.12
N -0.09 -0.05 1.98
C 0.63 0.48 3.14
C 0.14 0.00 4.36
C 0.72 0.35 5.56
C 1.83 1.19 5.52
C 2.30 1.66 4.31
C 1.72 1.36 3.06
C 2.31 1.95 1.81
C 3.39 2.84 1.97
C 4.07 3.39 0.91
C 3.69 3.06 -0.39
C 2.61 2.22 -0.56
C 1.88 1.68 0.51
H -1.08 0.00 2.23
H 0.05 -1.07 1.97
H -0.70 -0.68 4.34
H 0.33 -0.03 6.49
H 2.33 1.48 6.43
H 3.17 2.29 4.35
H 3.72 3.14 2.95
H 4.89 4.08 1.09
H 4.22 3.46 -1.24
H 2.31 1.99 -1.57
C 3.65 -2.19 0.25
C 3.96 -2.44 -1.08
C 3.24 -1.83 -2.08
C 2.18 -0.96 -1.75
C 1.85 -0.69 -0.42
C 2.61 -1.32 0.57
C 1.37 -0.31 -2.79
C 1.62 -0.52 -4.17
C 0.80 0.02 -5.11
C -0.31 0.79 -4.70
C -1.23 1.33 -5.64
C -2.30 2.06 -5.22
C -2.50 2.27 -3.84
C -1.63 1.76 -2.92
C -0.51 1.00 -3.32
N 0.37 0.48 -2.39
H 4.22 -2.65 1.05
H 4.78 -3.10 -1.34
H 3.50 -2.02 -3.11
H 2.43 -1.11 1.62
H 2.46 -1.12 -4.48
H 0.99 -0.13 -6.16
H -1.05 1.16 -6.69
H -3.00 2.47 -5.93
H -3.34 2.86 -3.50
H -1.77 1.95 -1.87
N -2.41 7.65 0.79
C -1.96 6.61 0.65
C -1.42 5.29 0.48
C -1.58 4.34 1.48
C -1.08 3.06 1.30
C -0.42 2.67 0.12
C -0.25 3.66 -0.85
C -0.74 4.95 -0.69
H -2.08 4.61 2.40
H -1.20 2.36 2.12
H 0.28 3.43 -1.77
H -0.60 5.69 -1.46
C -5.67 -0.56 -0.39
N -4.22 -0.55 -0.40
C -3.37 -1.68 -0.78
C -2.01 -1.05 -0.60
O -0.88 -1.49 -0.82
N -2.14 0.21 -0.13
C -3.45 0.49 -0.05
N -3.89 1.68 0.33
H -6.01 -1.56 -0.65
H -6.07 0.14 -1.12
H -6.06 -0.32 0.60
H -3.54 -1.99 -1.80
H -3.47 -2.53 -0.10
H -3.20 2.38 0.56
H -4.87 1.91 0.35
C -0.64 -6.33 2.63
N 0.07 -5.64 1.58
C 0.87 -6.37 0.60
C 1.49 -5.23 -0.21
N 0.59 -4.13 0.10
C -0.11 -4.37 1.22
S -1.06 -3.24 2.05
H -1.36 -7.04 2.21
H -1.17 -5.60 3.23
H 0.06 -6.88 3.26
H 0.23 -7.01 0.00
H 1.61 -6.99 1.10
H 1.51 -5.44 -1.28
H 2.51 -5.01 0.11
H 0.75 -3.19 -0.24
```

## Properties
2S+1 ... 3
Expectation value of S² ... 2.016
Highest occupied orbital energy (alpha / beta) ... -9.74 / -9.84 eV
Total charge ... +1
Strongest force on any atom ... 0.0106 hartree/bohr
HOMO-LUMO gap (alpha / beta) ... 6.864 / 6.844 eV
Energy above the lowest of the compared OMol25 structures with the same formula, charge and spin ... 0.3 kcal per mole
LUMO energy (alpha / beta) ... -0.10587 / -0.11010 hartree

Atom charges from the Löwdin analysis, given in e for atoms 1 to 6: W 1.5584; N -0.0366; C -0.2290; C -0.0378; C -0.0707; C -0.0660


Entry 3:
This record from OMol25 describes a molecular structure, C42H40F42N12O29S14. The level of theory is wB97M-V/def2-TZVPD.

```
179
Properties=species:S:1:pos:R:3
C 5.62 -3.85 -0.73
C 4.80 -4.23 -1.97
C 3.97 -3.09 -2.49
O 3.39 -3.52 -3.73
C 2.22 -2.80 -4.11
N 5.74 -4.79 -3.03
H 5.95 -5.74 -2.73
H 5.32 -4.85 -3.96
H 6.65 -4.34 -3.18
H 6.28 -3.03 -1.02
H 6.25 -4.69 -0.43
H 5.04 -3.41 0.07
H 4.20 -5.11 -1.74
H 4.43 -2.10 -2.43
H 3.06 -2.90 -1.90
H 1.99 -1.91 -3.52
H 1.37 -3.47 -4.04
H 2.30 -2.34 -5.09
C 2.98 3.77 0.67
N 1.95 2.78 0.27
C 2.39 1.66 -0.31
C 1.50 0.76 -0.86
C 0.15 0.92 -0.61
C -0.28 2.10 -0.03
C 0.64 3.06 0.40
C -0.84 -0.15 -0.94
C -0.53 -1.18 -1.85
C -1.41 -2.23 -2.02
N -2.63 -2.17 -1.46
C -2.95 -1.25 -0.56
C -2.05 -0.25 -0.28
C -3.65 -3.18 -1.82
H 3.61 3.96 -0.20
H 3.57 3.27 1.45
H 2.51 4.65 1.10
H 3.47 1.62 -0.42
H 1.88 -0.21 -1.14
H -1.30 2.38 0.17
H 0.37 4.00 0.86
H 0.41 -1.16 -2.39
H -1.21 -3.02 -2.72
H -3.90 -1.28 -0.05
H -2.35 0.37 0.55
H -4.38 -2.78 -2.53
H -4.09 -3.64 -0.94
H -3.19 -4.03 -2.33
C -2.51 2.67 4.70
N -2.66 1.22 4.62
C -3.79 0.57 4.85
C -3.89 -0.81 4.76
C -2.76 -1.51 4.36
C -1.60 -0.79 3.97
C -1.55 0.55 4.16
C -2.84 -3.00 4.18
C -3.14 -3.43 2.91
C -3.24 -4.77 2.60
N -3.18 -5.63 3.63
C -2.77 -5.29 4.86
C -2.60 -3.92 5.19
C -3.66 -7.03 3.45
H -2.34 3.09 3.71
H -1.76 3.03 5.41
H -3.46 3.14 4.95
H -4.69 1.13 5.10
H -4.83 -1.34 4.89
H -0.84 -1.43 3.53
H -0.68 1.14 3.89
H -3.51 -2.73 2.17
H -3.40 -5.18 1.61
H -2.61 -6.05 5.61
H -2.41 -3.70 6.23
H -3.15 -7.76 4.07
H -3.54 -7.29 2.40
H -4.71 -6.98 3.71
C 6.53 1.45 0.99
F 5.99 2.04 -0.08
F 7.80 1.16 0.85
F 6.35 2.25 2.03
S 5.59 -0.21 1.25
O 5.20 -0.57 -0.11
O 6.56 -1.06 1.90
N 4.20 0.30 2.10
S 3.47 -1.06 2.37
O 2.96 -1.77 1.21
O 4.09 -1.96 3.32
C 1.83 -0.50 3.31
F 2.09 -0.24 4.60
F 1.34 0.61 2.76
F 0.89 -1.45 3.22
C -0.05 -3.94 1.17
F -0.56 -4.44 2.30
F -0.87 -2.93 0.82
F 1.16 -3.53 1.44
S -0.07 -5.27 -0.21
O 0.44 -4.53 -1.32
O 0.82 -6.30 0.31
N -1.71 -5.57 -0.35
S -1.71 -7.06 -0.88
O -1.08 -7.17 -2.16
O -1.44 -8.04 0.13
C -3.59 -7.22 -1.27
F -4.07 -6.25 -2.01
F -3.77 -8.45 -1.72
F -4.22 -7.15 -0.07
C 4.99 1.74 -3.46
F 4.88 2.85 -2.78
F 5.88 1.94 -4.44
F 5.48 0.74 -2.73
S 3.40 1.21 -4.29
O 2.67 0.36 -3.39
O 2.86 2.52 -4.58
N 3.85 0.31 -5.55
S 2.60 0.45 -6.51
O 1.38 -0.13 -5.94
O 2.57 1.68 -7.23
C 3.12 -0.85 -7.80
F 4.41 -0.74 -8.10
F 2.85 -2.07 -7.32
F 2.34 -0.71 -8.88
C -1.89 5.43 2.83
F -2.74 5.60 1.83
F -2.49 5.66 4.00
F -1.43 4.17 2.75
S -0.33 6.57 2.76
O -0.85 7.87 3.09
O 0.59 5.95 3.71
N 0.29 6.29 1.23
S -0.03 7.50 0.30
O -1.45 7.55 0.00
O 0.62 8.76 0.57
C 0.75 6.93 -1.34
F 0.31 7.61 -2.38
F 2.05 6.96 -1.25
F 0.29 5.65 -1.55
C 4.98 7.01 0.39
F 5.01 8.11 -0.34
F 3.77 6.83 0.90
F 5.31 5.98 -0.38
S 6.27 7.26 1.82
O 6.26 6.11 2.71
O 7.49 7.47 1.06
N 5.65 8.61 2.64
S 6.82 9.65 2.85
O 8.00 9.18 3.54
O 7.07 10.59 1.78
C 5.90 10.75 4.10
F 6.73 11.72 4.48
F 4.89 11.41 3.48
F 5.43 10.09 5.15
C -4.35 1.72 1.45
F -4.48 3.05 1.43
F -4.06 1.34 0.20
F -3.21 1.47 2.16
S -5.89 0.93 2.16
O -5.71 1.12 3.60
O -6.99 1.63 1.53
N -5.65 -0.66 1.65
S -7.02 -1.36 1.72
O -7.81 -0.85 2.85
O -7.83 -1.48 0.52
C -6.57 -3.12 2.16
F -5.82 -3.06 3.24
F -7.67 -3.79 2.39
F -5.85 -3.78 1.20
C -3.09 0.14 -4.40
F -3.39 0.06 -3.11
F -3.61 1.24 -4.90
F -1.77 0.07 -4.50
S -3.80 -1.34 -5.35
O -3.81 -0.82 -6.69
O -2.95 -2.45 -4.98
N -5.36 -1.48 -4.61
S -6.11 -2.66 -5.24
O -6.27 -2.58 -6.68
O -5.82 -3.96 -4.66
C -7.93 -2.41 -4.67
F -8.03 -2.47 -3.34
F -8.37 -1.24 -5.14
F -8.64 -3.41 -5.15
```

## Properties
Highest occupied orbital energy ... -5.16 eV
Total charge ... -2
Strongest force on any atom ... 0.1098 hartree/bohr
HOMO-LUMO gap ... 4.964 eV
Energy above the lowest of the compared OMol25 structures with the same formula, charge and spin ... 0.0 kcal per mole
LUMO energy ... -0.00712 hartree

Atom charges from the Löwdin analysis, given in e for atoms 1 to 6: C -0.0194; C -0.2864; C -0.1557; O -0.1799; C -0.0729; N 0.2247


Entry 4:
This record from OMol25 describes a molecular structure, C42H40F5N6OS7SbW. The level of theory is wB97M-V/def2-TZVPD.

```
103
Properties=species:S:1:pos:R:3
W -0.25 0.11 0.27
S -2.28 3.34 1.70
Sb -0.69 2.80 0.13
S -3.48 1.03 -1.37
S 1.01 1.88 1.65
S 0.06 4.68 -0.94
N -1.37 0.42 2.60
C -0.66 0.51 3.91
C 0.22 -0.72 4.19
C 1.51 -0.76 3.37
N 1.24 -1.03 1.94
H -1.80 1.38 2.49
H -2.18 -0.17 2.80
H -1.39 0.60 4.71
H -0.04 1.41 3.91
H -0.35 -1.63 4.02
H 0.50 -0.69 5.24
H 2.18 -1.52 3.78
H 2.01 0.21 3.44
H 1.07 -2.04 1.84
H 2.11 -0.86 1.43
N 1.32 0.81 -0.80
S 2.65 0.89 -1.47
N 2.79 0.21 -2.91
S 1.62 -0.79 -3.37
N 2.12 -2.25 -2.53
S 0.99 -2.66 -1.51
N 0.60 -1.67 -0.46
C 1.54 -4.13 -0.62
C 2.86 -4.29 -0.23
C 3.18 -5.32 0.63
C 2.20 -6.18 1.10
C 0.89 -6.02 0.70
C 0.55 -4.98 -0.15
C -0.29 -3.32 -2.63
C -1.27 -2.47 -3.12
C -2.20 -2.92 -4.03
C -2.15 -4.23 -4.47
C -1.15 -5.07 -4.02
C -0.20 -4.62 -3.12
C 2.39 -1.20 -4.94
C 2.46 -2.50 -5.39
C 3.13 -2.78 -6.57
C 3.72 -1.75 -7.29
C 3.63 -0.44 -6.84
C 2.95 -0.16 -5.67
C 0.41 0.58 -4.15
C 0.29 1.84 -3.60
C -0.83 2.61 -3.91
C -1.81 2.09 -4.73
C -1.68 0.83 -5.28
C -0.56 0.06 -4.98
C 3.97 0.19 -0.45
C 4.08 0.60 0.87
C 5.15 0.15 1.63
C 6.09 -0.69 1.07
C 5.97 -1.09 -0.26
C 4.91 -0.64 -1.02
C 3.37 2.53 -1.76
C 4.14 2.67 -2.90
C 4.75 3.88 -3.17
C 4.57 4.95 -2.30
C 3.81 4.79 -1.15
C 3.22 3.57 -0.87
H 3.60 -3.61 -0.61
H 4.21 -5.46 0.95
H 2.46 -6.98 1.78
H 0.12 -6.68 1.06
H -0.47 -4.82 -0.46
H -1.30 -1.45 -2.77
H -2.97 -2.24 -4.38
H -2.90 -4.60 -5.16
H -1.10 -6.09 -4.38
H 0.59 -5.27 -2.79
H 2.02 -3.29 -4.81
H 3.20 -3.79 -6.93
H 4.26 -1.96 -8.20
H 4.08 0.36 -7.40
H 2.85 0.85 -5.30
H 1.05 2.25 -2.94
H -0.92 3.59 -3.47
H -2.70 2.68 -4.93
H -2.45 0.43 -5.92
H -0.45 -0.94 -5.39
H 3.35 1.28 1.29
H 5.25 0.47 2.66
H 6.93 -1.03 1.66
H 6.72 -1.73 -0.70
H 4.78 -0.92 -2.06
H 4.25 1.83 -3.57
H 5.34 3.99 -4.06
H 5.03 5.90 -2.52
H 3.66 5.62 -0.48
H 2.63 3.45 0.04
O -1.02 0.12 -1.51
C -2.01 0.58 -0.79
F -1.90 -2.15 -0.45
C -1.75 -1.66 0.86
F -3.02 -1.07 1.06
C -1.84 -2.93 1.73
F -2.53 -3.94 1.21
F -0.60 -3.42 1.98
F -2.36 -2.66 2.93
```

## Properties
2S+1 ... 3
Expectation value of S² ... 2.036
Highest occupied orbital energy (alpha / beta) ... -7.44 / -7.39 eV
Strongest force on any atom ... 0.1135 hartree/bohr
HOMO-LUMO gap (alpha / beta) ... 6.833 / 4.887 eV
Energy above the lowest of the compared OMol25 structures with the same formula, charge and spin ... 135.6 kcal per mole
LUMO energy (alpha / beta) ... -0.02219 / -0.09181 hartree

Atom charges from the Löwdin analysis, given in e for atoms 1 to 6: W 1.3471; S 0.1526; Sb 0.3345; S 0.6633; S 0.2356; S -0.0724